Density functional theory data (ωB97M-V with the def2-TZVPD basis set) for a structure of composition C24H28AsN3O9P2RuS.

```
69
Properties=species:S:1:pos:R:3:lowdin_charge:R:1
Ru -0.91 0.71 1.07 1.288
N -2.60 -0.39 -0.22 -0.048
C -3.37 0.61 -0.97 -0.165
C -3.28 2.02 -0.37 -0.562
O -4.17 2.82 -0.64 0.003
N -2.20 2.24 0.39 -0.111
C -2.11 3.48 1.13 -0.139
C -1.58 3.26 2.56 -0.624
O -1.71 4.13 3.41 0.031
O -0.99 2.11 2.77 -0.292
H -2.23 -1.13 -0.79 0.055
H -3.13 -0.81 0.54 0.074
H -4.43 0.36 -1.04 0.114
H -2.99 0.65 -1.99 0.101
H -3.08 3.98 1.19 0.116
H -1.41 4.17 0.66 0.125
N 0.13 0.00 4.12 0.159
C -0.31 -1.43 3.89 -0.513
C 0.08 -2.25 5.11 -0.086
P -2.10 -1.49 3.48 0.312
O -2.84 -1.22 4.90 -0.138
O -2.39 -2.86 2.99 -0.300
O -2.37 -0.25 2.65 -0.394
P 0.61 -2.07 2.39 0.288
O 0.17 -3.60 2.38 -0.146
O 2.05 -1.89 2.68 -0.282
O -0.04 -1.38 1.20 -0.473
H 0.14 0.19 5.12 0.155
H -0.47 0.74 3.69 0.068
H 1.07 0.15 3.74 0.090
H -0.40 -1.85 6.01 0.078
H 1.16 -2.25 5.23 0.084
H -0.26 -3.28 4.99 0.086
H -3.28 -0.37 4.86 0.071
H -0.81 -3.62 2.40 0.042
S 1.51 1.46 1.46 0.581
C 2.59 0.43 0.52 -0.703
C 3.86 0.13 1.04 -0.136
C 4.76 -0.64 0.33 -0.091
C 4.42 -1.15 -0.92 -0.097
C 3.17 -0.88 -1.45 -0.104
C 2.26 -0.09 -0.73 -0.430
As 0.49 0.27 -1.37 1.294
C 0.77 1.71 -2.65 -0.374
C 1.96 2.43 -2.65 -0.089
C 2.10 3.53 -3.49 -0.087
C 1.06 3.92 -4.32 -0.099
C -0.13 3.20 -4.31 -0.089
C -0.28 2.11 -3.47 -0.126
C 0.18 -1.26 -2.54 -0.374
C 0.29 -1.23 -3.92 -0.106
C 0.04 -2.37 -4.68 -0.093
C -0.31 -3.55 -4.05 -0.099
C -0.41 -3.60 -2.66 -0.080
C -0.17 -2.46 -1.91 -0.115
H 4.12 0.50 2.02 0.096
H 5.72 -0.87 0.76 0.098
H 5.12 -1.76 -1.48 0.093
H 2.88 -1.28 -2.41 0.098
H 2.78 2.13 -2.00 0.100
H 3.03 4.09 -3.49 0.100
H 1.17 4.78 -4.97 0.096
H -0.96 3.51 -4.94 0.101
H -1.22 1.57 -3.45 0.094
H 0.57 -0.30 -4.42 0.094
H 0.13 -2.33 -5.75 0.098
H -0.50 -4.44 -4.64 0.096
H -0.68 -4.52 -2.17 0.104
H -0.23 -2.50 -0.83 0.081
```

Values from the calculation:
ΔE to the lowest compared entry with this formula, charge and spin = 4.11 kcal/mol
Maximum force = 0.28 eV/Å
2S+1 = 6
Gap between HOMO and LUMO (alpha / beta) = 7.374 / 7.121 eV
Lowest unoccupied orbital energy (alpha / beta) = 2.51 / 1.81 eV
Net charge = -1
DFT total energy = -5184.7071 a.u.